The following is a DFT calculation (the ωB97M-V functional and the def2-TZVPD basis) of a 2-piece molecular cluster, C2H5NO3 overall.

Geometry as XYZ:
```
11
Properties=species:S:1:pos:R:3:mulliken_charge:R:1
C -0.37528 -0.24132 -2.07808 -0.896
C -1.08659 0.27013 -1.05384 0.251
O -0.80443 -0.03517 0.24498 -0.544
H -0.72953 -0.08622 -3.03022 0.248
H 0.53242 -0.72419 -2.14522 0.308
H -2.08620 0.82278 -1.21537 0.261
H -0.11448 -0.73952 0.24577 0.323
O 2.48388 -0.14408 2.92688 -0.359
N 1.75492 0.06036 2.02360 0.237
O 0.46707 0.29627 2.45557 -0.351
H -0.04180 0.52097 1.62591 0.520
```

As for the structure (SMILES): C=CO.O=NO. The spin multiplicity is 1. As for the gap between HOMO and LUMO: 10.331 eV. For the relative energy (zero: lowest compared OMol25 entry of this formula, charge and spin), the calculation gives 4.5076 eV.

The following is a DFT calculation (the ωB97M-V functional and the def2-TZVPD basis) of a 10-piece molecular cluster, C39H85F3N3O9PS overall.

Geometry as XYZ:
```
141
Properties=species:S:1:pos:R:3:mulliken_charge:R:1
N -3.54438 -0.34909 3.71956 -0.528
C -3.12080 -1.71615 4.21544 -0.584
C -1.50995 -1.81845 4.19444 0.305
C -0.96975 -3.03785 3.24140 -1.085
C -0.11906 -2.30101 2.07131 0.460
C 1.40922 -2.24441 2.25817 -0.818
C 2.23769 -1.48428 1.13731 -1.044
C 1.47461 -0.85885 -0.04891 0.037
C 2.39640 -0.05965 -1.12104 0.830
F 2.32190 -0.71392 -2.37579 -0.118
F 1.81364 1.28057 -1.18366 -0.118
F 3.73305 0.04050 -0.61316 -0.281
C -0.10693 -0.96302 -0.25165 0.391
N -0.68738 -0.36101 -1.42549 -0.137
C -2.10558 -0.58781 -1.44869 0.223
P -3.05755 0.11823 -2.95714 0.328
S -4.99080 0.09505 -2.73797 -0.409
C -2.90713 -1.32780 -0.34576 -0.436
N -2.33760 -1.88443 0.83474 -0.297
C -0.91018 -1.70596 0.84455 0.267
H -2.90620 0.36293 4.10513 0.245
H -3.40070 -0.33057 2.68847 0.191
H -3.44288 -1.75988 5.31635 0.296
H -3.64692 -2.47323 3.54384 0.286
H -1.12835 -0.81593 3.75694 0.236
H -1.01939 -1.91557 5.22814 -0.233
H -1.82745 -3.56672 2.70470 0.385
H -0.27693 -3.75816 3.81765 0.410
H 1.93268 -2.73058 3.16313 0.467
H 3.36735 -1.43354 1.27955 0.376
H -2.59763 -0.65125 -4.08520 0.065
H -2.67801 1.50556 -3.15541 0.116
H -4.04339 -1.42310 -0.48241 0.239
C 0.19178 -1.70331 9.26580 -1.484
C 0.47134 -1.10428 7.89625 0.812
C 1.37220 0.11592 7.99819 -1.340
O -0.76079 -0.73279 7.28127 -0.509
H -0.32087 -0.98193 9.91030 0.352
H -0.46625 -2.57229 9.17791 0.359
H 1.11755 -2.01390 9.75724 0.382
H 0.94178 -1.85573 7.25540 0.161
H 0.90083 0.90115 8.59871 0.374
H 1.55446 0.54209 7.00752 0.185
H 2.33363 -0.14002 8.45147 0.393
H -1.18480 -0.06791 7.84060 0.307
C -6.87541 0.41942 -6.62223 -1.265
C -5.50764 1.06285 -6.78740 0.233
C -4.82226 0.58857 -8.05969 -1.185
O -4.69383 0.74034 -5.66183 -0.382
H -6.78860 -0.66960 -6.55027 0.318
H -7.35104 0.76037 -5.69862 0.307
H -7.53010 0.66250 -7.46339 0.407
H -5.61367 2.15108 -6.81093 0.259
H -4.66433 -0.49458 -8.03779 0.319
H -3.83583 1.04970 -8.15954 0.247
H -5.41561 0.83676 -8.94391 0.409
H -4.59416 -0.22112 -5.63186 0.321
C 3.47081 2.49354 -4.04958 -1.078
C 2.23190 2.87404 -4.83153 0.376
C 1.25506 1.71852 -4.86218 -0.308
O 2.59156 3.23782 -6.16305 -0.583
H 3.98266 1.64440 -4.51466 0.305
H 4.18848 3.31835 -4.02847 0.379
H 3.21011 2.22297 -3.02339 0.146
H 1.75940 3.74890 -4.37572 0.080
H 1.69461 0.84509 -5.35524 0.069
H 0.36079 1.98647 -5.43255 0.317
H 0.95265 1.43333 -3.85057 -0.114
H 3.01121 2.47198 -6.57781 0.362
C -7.23791 2.01601 4.87519 -1.159
C -6.79991 2.64755 3.56309 0.373
C -6.81271 1.63454 2.43011 -1.042
O -5.48446 3.17826 3.70862 -0.554
H -6.56034 1.20588 5.16363 0.254
H -7.21260 2.75260 5.68320 0.316
H -8.25161 1.61332 4.80056 0.355
H -7.46253 3.48237 3.31776 0.277
H -6.12012 0.81164 2.63522 0.165
H -6.48460 2.09831 1.49565 0.299
H -7.81343 1.21975 2.28188 0.362
H -4.89125 2.44551 3.92589 0.323
C -0.03960 4.31482 -0.49053 -1.474
C -0.86227 4.06426 -1.74446 1.285
C -0.85134 5.27458 -2.66513 -1.516
O -2.20685 3.76037 -1.37670 -0.478
H -0.44668 5.15450 0.08230 0.440
H -0.06584 3.44114 0.16668 0.306
H 1.00220 4.53438 -0.73916 0.355
H -0.46583 3.19406 -2.27632 -0.324
H -1.28651 6.14753 -2.16769 0.416
H -1.45563 5.08463 -3.55649 0.350
H 0.16614 5.52307 -2.97872 0.338
H -2.56763 4.52342 -0.90528 0.307
C 3.66868 -5.87698 3.65981 -1.160
C 4.71909 -5.02831 4.35930 0.393
C 5.51008 -5.84601 5.36810 -1.299
O 4.08143 -3.94030 5.02699 -0.496
H 2.94764 -6.27852 4.37938 0.336
H 3.10041 -5.27355 2.94621 0.239
H 4.12812 -6.71158 3.12399 0.388
H 5.40001 -4.60119 3.61783 0.261
H 4.85313 -6.24644 6.14718 0.345
H 6.25280 -5.22096 5.87121 0.317
H 6.02493 -6.67970 4.88364 0.368
H 3.47663 -4.30812 5.68558 0.322
C 0.17680 0.53899 -9.07163 -1.291
C -0.10940 -0.43480 -7.93942 0.882
C 1.12296 -1.25259 -7.58690 -1.379
O -1.16577 -1.31271 -8.32474 -0.555
H 0.47531 0.00513 -9.97982 0.373
H -0.72066 1.11135 -9.32185 0.308
H 0.97266 1.23762 -8.79991 0.305
H -0.44924 0.11633 -7.05799 -0.003
H 1.45485 -1.84897 -8.44307 0.431
H 0.89946 -1.95583 -6.77999 0.312
H 1.94728 -0.60796 -7.27070 0.295
H -0.87461 -1.80498 -9.10410 0.348
C 5.00002 -3.89599 -2.24928 -0.971
C 5.31160 -3.29471 -3.61099 0.359
C 6.22582 -2.08584 -3.48616 -1.110
O 4.09635 -2.90602 -4.24642 -0.547
H 4.48442 -3.17083 -1.61091 0.069
H 4.33321 -4.75636 -2.35300 0.306
H 5.91302 -4.22004 -1.74247 0.391
H 5.78417 -4.04887 -4.24651 0.298
H 5.75256 -1.29828 -2.89034 0.173
H 6.43194 -1.65698 -4.47067 0.307
H 7.17542 -2.35564 -3.01633 0.392
H 3.67012 -2.23782 -3.69067 0.318
C 1.85707 4.37023 5.29798 -1.340
C 2.62100 3.07892 5.54556 0.565
C 4.09000 3.22532 5.18086 -1.354
O 2.04290 2.03058 4.77020 -0.424
H 1.89629 4.65060 4.24036 0.302
H 0.80106 4.24655 5.55330 0.327
H 2.26668 5.19143 5.89206 0.381
H 2.53016 2.79400 6.59760 0.238
H 4.20660 3.46607 4.11911 0.333
H 4.62371 2.28655 5.35269 0.324
H 4.56697 4.01203 5.77134 0.388
H 2.11844 2.27334 3.83735 0.273
```

As for the structure (SMILES): NCCCc1ccc(C(F)(F)F)c2nc([PH2]=S)cnc12.CC(C)O.CC(C)O.CC(C)O.CC(C)O.CC(C)O.CC(C)O.CC(C)O.CC(C)O.CC(C)O. The spin multiplicity is 1. As for the gap between HOMO and LUMO: 6.947 eV.

The following is a DFT calculation (the ωB97M-V functional and the def2-TZVPD basis) of the molecule C2H4FIO.

Geometry as XYZ:
```
9
Properties=species:S:1:pos:R:3:mulliken_charge:R:1
C -1.19161 -0.27941 0.39501 -0.587
O 0.22483 -0.50455 0.54788 -0.269
C 0.98513 0.15536 -0.39443 -0.006
F 0.90852 1.54095 -0.16082 -0.262
I 3.06575 -0.30286 -0.10498 0.018
H -1.46169 -0.77404 -0.62292 0.274
H -1.58549 0.81596 0.39187 0.259
H -1.70498 -0.69609 1.34241 0.223
H 0.75955 0.04469 -1.39401 0.350
```

As for the structure (SMILES): CO[C@@H](F)I. The spin multiplicity is 1. As for the gap between HOMO and LUMO: 10.177 eV. For the relative energy (zero: lowest compared OMol25 entry of this formula, charge and spin), the calculation gives 0.4800 eV.

The following is a DFT calculation (the ωB97M-V functional and the def2-TZVPD basis) of a 2-piece molecular cluster, C25H53BBrN4O7S2Si overall.

Geometry as XYZ:
```
94
Properties=species:S:1:pos:R:3:mulliken_charge:R:1
C 5.04929 -1.65152 2.10680 -1.439
C 3.56591 -1.22329 2.25364 -0.121
B 2.89271 -0.75518 0.91653 -0.658
O 3.71435 -0.06861 0.01767 -0.700
C 1.41651 -1.03348 0.41205 1.827
Si 1.65824 -2.84949 -0.26637 1.314
C 3.14498 -3.03285 -1.40697 -1.595
C 1.99028 -4.01481 1.17878 -1.260
C 0.13907 -3.55427 -1.13410 -1.314
C 0.24464 -1.22687 1.45402 -2.159
Br 0.56395 -0.99602 3.36336 0.058
C -1.10306 -0.55669 0.97519 1.442
C -1.57681 0.58414 1.90376 -1.058
N -2.64740 1.43525 1.46940 0.087
C -4.03113 1.05023 1.64414 -0.954
C -2.20945 -1.61364 0.84483 -1.177
S -2.62671 -2.56545 2.30713 1.137
O -1.59782 -3.53596 2.53387 -0.520
O -3.93417 -3.08715 2.03087 -0.691
N -0.67364 -0.19838 -0.42417 -0.306
S -1.72379 0.80252 -1.47238 0.142
C 0.86852 -0.00803 -0.63841 -0.415
C 1.32349 1.42514 -0.55025 -1.659
C 1.32784 2.08556 0.84911 0.017
C 0.37226 3.26193 0.99013 -1.146
C 0.36415 3.79544 2.43040 -1.288
N 1.70648 3.99628 2.96882 0.413
C 2.32850 5.24234 2.52646 -1.121
C 1.82862 3.78558 4.34548 0.715
C 1.19845 2.56474 4.97348 -1.038
O 2.48762 4.55875 5.04022 -0.647
N 1.09456 -0.62422 -1.94407 0.261
C 1.56847 0.00706 -2.97371 0.673
C 2.91628 -0.38136 -3.50452 -1.313
C 0.84745 1.06089 -3.76446 -1.277
H 5.44045 -1.50093 1.10370 0.274
H 5.68402 -1.08694 2.78364 0.381
H 5.16890 -2.70363 2.35396 0.364
H 3.56084 -0.34294 2.90996 0.250
H 3.02696 -1.98481 2.80416 0.461
H 4.05624 0.72423 0.44115 0.347
H 2.81830 -3.51796 -2.32599 0.417
H 3.69604 -2.12135 -1.60422 0.268
H 3.85422 -3.72974 -0.95677 0.416
H 1.31582 -3.78122 2.00692 0.272
H 1.75029 -5.02802 0.86487 0.509
H 3.00185 -3.92397 1.56150 0.281
H -0.60154 -3.93775 -0.43173 0.374
H 0.48674 -4.42559 -1.69093 0.575
H -0.31183 -2.90180 -1.88318 0.315
H -0.02154 -2.27955 1.41278 0.614
H -1.88378 0.15452 2.85192 0.794
H -0.72535 1.20528 2.17006 -0.941
H -2.45270 2.07793 0.72771 0.337
H -4.60028 1.71660 2.29150 0.350
H -4.55230 1.02650 0.68011 0.320
H -4.15321 0.04862 2.05327 0.310
H -3.12406 -1.18086 0.44624 0.738
H -1.93644 -2.39964 0.13755 0.012
H -2.73872 -1.72581 3.36752 0.152
H -0.77413 -1.09187 -0.91193 1.249
H -2.95490 0.38893 -1.12640 -0.054
H 2.32779 1.51364 -0.94450 0.539
H 0.71674 2.05965 -1.19724 0.969
H 2.32626 2.47676 1.03459 1.029
H 1.20051 1.33124 1.63023 -0.592
H 0.76224 4.07211 0.37091 0.679
H -0.64372 3.04792 0.66507 0.113
H -0.17168 4.74953 2.46116 0.381
H -0.22087 3.10875 3.03893 0.392
H 2.15497 5.34355 1.45802 0.387
H 1.99152 6.11155 3.08580 0.355
H 3.40378 5.14574 2.64688 0.337
H 1.29233 1.67208 4.35784 0.023
H 0.16998 2.73564 5.28191 0.350
H 1.76834 2.37502 5.87799 0.400
H 3.69188 -0.05699 -2.81305 0.216
H 2.91361 -1.45694 -3.66404 0.216
H 3.10830 0.09154 -4.46366 0.538
H 0.49783 1.89996 -3.16414 0.294
H 1.47937 1.47670 -4.54084 0.487
H -0.03768 0.62562 -4.22759 0.253
C -6.75228 -0.28525 -6.82666 -0.623
O -6.26750 -1.21977 -5.85385 -0.335
C -5.35573 -0.73379 -5.03061 0.693
O -4.91272 0.38482 -5.02678 -0.560
O -4.99536 -1.70574 -4.18169 -0.361
C -4.01422 -1.29597 -3.24591 -0.471
H -7.48513 -0.81644 -7.42515 0.222
H -7.23020 0.56127 -6.33867 0.298
H -5.94165 0.05507 -7.46715 0.299
H -4.39684 -0.48120 -2.62788 0.249
H -3.09947 -0.98893 -3.75281 0.304
H -3.79892 -2.15400 -2.61121 0.304
```

The total charge is +1. The spin multiplicity is 1. As for the gap between HOMO and LUMO: 8.369 eV.

The following is a DFT calculation (the ωB97M-V functional and the def2-TZVPD basis) of C36H42CoF6NO5P3 as an isolated structure.

Geometry as XYZ:
```
94
Properties=species:S:1:pos:R:3:mulliken_charge:R:1
Co 0.11751 -0.45002 -0.16283 -0.349
N 1.55338 1.86536 1.20284 -0.113
P 2.11263 0.28391 0.82295 1.515
C 3.87860 0.63575 0.48219 0.160
C 4.51692 0.10080 -0.62964 0.301
C 5.85092 0.39637 -0.87641 -0.675
C 6.54650 1.22602 -0.01229 -0.532
C 5.91663 1.74266 1.11450 -0.817
C 4.58974 1.44418 1.36905 -0.839
C 2.34497 -0.56294 2.42181 0.762
C 1.81442 -0.10777 3.61998 -0.324
C 2.00917 -0.83798 4.78389 -0.582
C 2.72336 -2.02491 4.75054 -0.584
C 3.25230 -2.48502 3.55145 -0.665
C 3.06527 -1.75784 2.38952 -0.679
P 0.12245 2.24150 0.29248 0.149
C 0.48114 3.96471 -0.25818 0.736
C -0.11118 4.39995 -1.44024 -0.275
C -0.00843 5.72769 -1.83034 -0.546
C 0.70460 6.62593 -1.05258 -0.510
C 1.31956 6.19321 0.11521 -0.777
C 1.19982 4.87278 0.51571 -0.510
C -1.02235 2.79121 1.61720 1.193
C -2.32901 3.10050 1.25273 -1.021
C -3.22145 3.58473 2.19495 -0.395
C -2.81411 3.76730 3.50899 -0.555
C -1.50546 3.48731 3.86919 -0.777
C -0.61048 3.00344 2.92609 -0.164
H 2.27084 2.57925 1.17676 0.320
H 3.96285 -0.55991 -1.28651 0.274
H 6.34873 -0.01675 -1.74453 0.440
H 7.58346 1.46545 -0.20844 0.400
H 6.47264 2.37176 1.79773 0.420
H 4.11270 1.81535 2.26916 0.404
H 1.23356 0.80527 3.63486 0.175
H 1.58804 -0.48264 5.71584 0.429
H 2.86342 -2.59650 5.65917 0.395
H 3.80653 -3.41456 3.52116 0.434
H 3.45977 -2.11470 1.44563 0.265
H -0.65849 3.69018 -2.05032 0.432
H -0.48446 6.06277 -2.74304 0.398
H 0.77730 7.66429 -1.34888 0.387
H 1.88206 6.89387 0.71911 0.402
H 1.64795 4.56902 1.45525 0.235
H -2.63515 2.95427 0.22259 0.295
H -4.23931 3.81454 1.90417 0.450
H -3.51713 4.12753 4.24913 0.395
H -1.17606 3.64555 4.88873 0.432
H 0.41201 2.78914 3.20846 0.238
C -4.04847 -0.22498 0.85187 -1.970
C -2.65630 -0.85197 0.82055 1.401
O -1.73625 -0.02675 0.21080 -1.036
C -2.19468 -1.16391 2.27751 0.561
F -2.46030 -0.13392 3.09785 -0.297
F -0.85500 -1.36722 2.33193 -0.115
F -2.76577 -2.24885 2.82850 -0.300
C -2.77281 -2.19431 0.05553 0.451
F -3.02344 -1.97701 -1.24051 -0.301
F -3.77139 -2.97914 0.52268 -0.316
F -1.63678 -2.91253 0.13927 -0.258
H -3.96058 0.77788 1.25336 0.310
H -4.73740 -0.80675 1.46414 0.394
H -4.42616 -0.17056 -0.16802 0.458
C 1.72154 -2.74456 -4.55750 -1.550
C 2.63827 -2.00122 -3.58622 1.536
C 4.09554 -2.38091 -3.82881 -1.399
C 2.45696 -0.49115 -3.74078 -1.323
O 2.40055 -2.39556 -2.20478 -0.044
P 0.96646 -2.47955 -1.48573 1.483
O 0.04222 -1.39867 -1.99556 -0.996
O 1.22539 -2.30076 -0.00834 -0.537
O 0.33066 -3.87136 -1.87854 -0.043
C 0.70836 -5.21376 -1.46597 1.848
C 2.02523 -5.25006 -0.69304 -1.358
C 0.83121 -6.03191 -2.74708 -1.710
C -0.42862 -5.74454 -0.60101 -1.661
H 1.79973 -2.30041 -5.54953 0.496
H 0.68730 -2.67509 -4.22508 0.293
H 1.99754 -3.79763 -4.62118 0.279
H 4.36460 -2.19757 -4.86926 0.411
H 4.24690 -3.43659 -3.60102 0.335
H 4.74906 -1.78977 -3.18464 0.116
H 2.81806 -0.17615 -4.72038 0.542
H 3.02511 0.03517 -2.97187 0.249
H 1.40615 -0.22689 -3.64168 0.227
H 2.83424 -4.83866 -1.29847 0.234
H 2.26343 -6.28020 -0.43046 0.477
H 1.94072 -4.65488 0.21541 0.200
H 1.69033 -5.69672 -3.32951 0.281
H -0.06582 -5.92090 -3.35710 0.355
H 0.96402 -7.08568 -2.50136 0.442
H -0.51835 -5.14260 0.30235 0.264
H -0.23730 -6.78114 -0.32231 0.457
H -1.37037 -5.69333 -1.14858 0.369
```

The spin multiplicity is 2. As for the gap between HOMO and LUMO (alpha / beta): 7.853 / 8.668 eV. For the relative energy (zero: lowest compared OMol25 entry of this formula, charge and spin), the calculation gives 1.7548 eV.

The following is a DFT calculation (the ωB97M-V functional and the def2-TZVPD basis) of the molecule C11H11NOS.

Geometry as XYZ:
```
25
Properties=species:S:1:pos:R:3:mulliken_charge:R:1
C 3.14993 0.09006 0.99679 -0.746
C 2.70702 -1.20605 0.83394 -0.690
C 2.42422 1.13339 0.48932 -0.772
C 1.48124 -1.41392 0.24650 -0.384
C 1.20764 0.97837 -0.21644 0.761
C 0.69909 -0.36840 -0.31017 0.532
C -0.97433 2.23334 -0.03524 -0.263
C -1.66870 1.14517 -0.00706 0.122
C 0.44270 2.12089 -0.70569 -0.934
C -1.40718 -1.65450 -0.52637 -0.928
C -2.89111 -1.24487 -0.69778 -0.708
N -0.54869 -0.55156 -0.85270 -0.474
O -2.99780 -0.31103 1.62950 -0.597
S -3.16750 0.22992 0.25951 0.305
H 3.96540 0.19339 1.55458 0.532
H 3.36571 -1.95186 1.18258 0.414
H 2.84959 2.06655 0.67473 0.370
H 0.96473 -2.32076 0.19730 0.470
H -1.46471 3.12281 0.30099 0.438
H 0.90802 3.00587 -0.49198 0.530
H 0.05146 2.09126 -1.66222 0.275
H -1.44199 -1.90764 0.57874 0.430
H -1.13065 -2.34335 -1.31272 0.520
H -3.10552 -1.03314 -1.81158 0.380
H -3.41857 -2.10391 -0.31454 0.417
```

The spin multiplicity is 1. As for the gap between HOMO and LUMO: 7.639 eV. For the relative energy (zero: lowest compared OMol25 entry of this formula, charge and spin), the calculation gives 4.9850 eV.

The calculation returns the following max |F| values, one per record and in order: 3.16; 5.59; 3.73; 2.27; 1.56; 4.43 eV/Å.